ORCA calculation (ωB97M-V/def2-TZVPD) on the molecule H3OPSi at a distorted geometry.

Geometry (Å):
O -3.222412 -0.260035 -0.542224
P -2.267029 0.265059 0.408415
Si -0.082046 -0.715212 0.108853
H -1.277299 0.975420 -0.315336
H 0.577146 -0.002790 1.081280
H 0.942752 -0.943710 -0.863979

Cartesian forces, eV/Å:
O -1.843 -0.599 -1.671
P 0.128 -0.867 2.674
Si -2.611 -0.144 -0.896
H 2.083 0.569 -1.064
H 1.443 1.395 1.856
H 0.799 -0.354 -0.899

The value obtained for the largest force on an atom is 2.814 eV/Å. The calculation puts the HOMO energy at -8.970 eV. The value obtained for the relative energy (zero: lowest compared OMol25 entry of this formula, charge and spin) is 54.4 kcal per mole. Its HOMO-LUMO gap is 7.41 eV. Its SMILES is O=[PH]=[SiH2]. The value obtained for the calculated total energy is -707.76557 hartree.

These are the Mulliken partial charges, in e, on atoms 1 to 4: number 1, O, carries -0.463; number 2, P, carries 0.261; number 3, Si, carries 0.293; number 4, H, carries 0.057